No. 1
ORCA calculation (ωB97M-V/def2-TZVPD) on C22H29I2N2O3P2Pd as an isolated structure at a distorted geometry.

Properties
charge	+3
multiplicity	5

Last column: Mulliken spin population.
Geometry (Å):
I  3.66  1.05  -1.83  0.01
I  0.82  1.17  -2.38  0.22
Pd  -0.21  0.03  -0.11  1.39
P  0.41  -2.09  -0.88  0.34
C  -0.90  -2.63  -2.03  0.04
C  1.96  -2.27  -1.80  0.01
H  2.12  -3.33  -2.04  0.02
H  0.95  -4.31  -0.11  0.01
H  2.79  -1.89  -1.19  0.00
H  1.08  -3.10  1.21  0.00
H  -0.94  -1.94  -2.88  0.00
H  1.93  -1.69  -2.73  0.00
C  0.48  -3.43  0.35  0.04
H  -0.69  -3.65  -2.38  0.02
H  -0.52  -3.70  0.71  0.01
H  -1.87  -2.61  -1.51  0.00
P  0.09  2.10  0.95  0.38
C  -1.33  3.14  0.50  0.04
C  0.06  2.04  2.76  0.05
H  2.46  2.52  0.76  0.00
H  1.51  4.00  1.15  0.02
H  1.55  3.36  -0.52  0.00
C  1.55  3.09  0.54  0.01
H  0.82  1.33  3.11  0.01
H  0.28  3.04  3.18  0.01
H  -1.31  4.07  1.10  0.02
H  -2.27  2.60  0.69  0.01
H  -0.91  1.71  3.14  0.00
H  -1.27  3.39  -0.57  0.00
C  -1.97  0.40  -1.07  0.16
O  -2.65  0.63  -1.97  -0.02
O  -3.39  0.44  0.60  0.06
C  -2.83  -0.30  1.46  -0.01
N  -3.43  -0.89  2.54  0.05
C  -2.51  -1.65  3.36  0.05
C  -1.20  -1.37  2.59  0.07
O  -0.06  -1.70  2.96  0.05
N  -1.51  -0.66  1.47  0.13
C  -2.57  -1.07  4.77  0.06
C  -1.46  -0.49  5.37  0.00
C  -1.57  0.13  6.61  0.01
C  -2.81  0.16  7.26  0.00
C  -3.92  -0.48  6.69  0.01
C  -3.80  -1.10  5.44  0.03
C  -2.85  -3.15  3.31  0.13
C  -2.93  -3.96  4.45  0.09
C  -3.31  -5.31  4.33  0.05
C  -3.55  -5.86  3.07  0.25
C  -3.42  -5.06  1.92  0.17
C  -3.07  -3.71  2.05  0.04
H  -4.42  -0.74  2.72  0.00
H  -0.49  -0.55  4.87  0.00
H  -0.70  0.61  7.05  0.00
H  -2.92  0.67  8.22  0.00
H  -4.89  -0.49  7.19  0.00
H  -4.65  -1.62  5.00  0.00
H  -2.71  -3.55  5.43  0.00
H  -3.40  -5.92  5.23  0.00
H  -3.85  -6.91  2.97  -0.01
H  -3.59  -5.47  0.92  0.00
H  -2.98  -3.08  1.17  0.00


No. 2
ORCA calculation (ωB97M-V/def2-TZVPD) on C26H22FeN4O9P2Se as an isolated structure.

Properties
charge	-2
multiplicity	5

Last column: Mulliken spin population.
Geometry (Å):
Fe  1.40  -0.40  0.24  3.73
N  -8.04  3.66  0.60  0.00
C  -6.95  3.29  0.56  0.00
C  -5.58  2.84  0.51  0.00
C  -5.29  1.49  0.68  0.00
C  -3.97  1.07  0.64  0.00
C  -2.94  1.99  0.43  0.00
C  -3.25  3.33  0.26  0.00
C  -4.56  3.77  0.30  0.00
C  -1.54  1.48  0.39  0.02
C  -1.00  1.32  -0.89  -0.01
C  -1.66  1.59  -2.12  0.01
C  -0.81  1.17  -3.12  0.00
C  0.33  0.66  -2.47  0.02
N  0.23  0.75  -1.15  0.00
C  -0.99  1.15  1.62  -0.01
C  -1.55  1.47  2.90  0.01
C  -0.67  0.99  3.84  0.00
C  0.39  0.37  3.10  0.01
N  0.20  0.46  1.80  0.04
H  -6.09  0.78  0.83  0.00
H  -3.71  0.02  0.75  0.00
H  -2.44  4.03  0.09  0.00
H  -4.80  4.81  0.18  0.00
H  -2.64  2.02  -2.24  0.00
H  -0.97  1.21  -4.19  0.00
H  1.22  0.20  -2.90  0.00
H  -2.47  2.00  3.08  0.00
H  -0.74  1.05  4.91  0.00
H  1.25  -0.14  3.50  0.00
C  3.47  2.19  -2.15  0.00
C  4.47  1.44  -1.28  0.00
O  5.81  1.79  -1.62  0.00
P  4.14  1.78  0.46  0.00
O  5.40  1.32  1.28  0.00
O  4.17  3.36  0.71  0.00
O  2.81  1.23  0.85  0.03
P  4.29  -0.40  -1.53  0.01
O  5.09  -1.00  -0.25  0.00
O  5.07  -0.64  -2.77  0.00
O  2.84  -0.76  -1.39  0.02
H  3.70  3.26  -2.12  0.00
H  2.44  2.03  -1.81  0.00
H  3.55  1.84  -3.18  0.00
H  6.07  1.10  -2.26  0.00
H  5.62  0.40  1.04  0.00
H  3.29  3.64  0.98  0.00
H  4.48  -1.52  0.34  0.00
O  -1.82  -1.61  0.22  0.00
C  -0.89  -2.38  -0.03  -0.01
O  0.36  -2.12  -0.05  0.06
C  -1.23  -3.84  -0.32  0.01
C  -2.55  -4.25  -0.33  0.00
C  -2.87  -5.58  -0.60  0.00
C  -1.86  -6.50  -0.85  0.00
C  -0.54  -6.09  -0.84  0.00
C  -0.22  -4.76  -0.57  0.00
H  -3.31  -3.51  -0.13  0.00
H  -3.91  -5.89  -0.61  0.00
H  -2.11  -7.53  -1.06  0.00
H  0.25  -6.80  -1.03  0.00
H  0.81  -4.42  -0.56  0.00
Se  2.88  -2.22  1.93  0.03
C  3.71  -1.28  3.26  0.00
N  4.25  -0.70  4.11  0.01


No. 3
ORCA calculation (ωB97M-V/def2-TZVPD) on one molecule with the formula C5H8N2 at a distorted geometry.

Last column: natural (NBO) charge in e.
Geometry (Å):
N  -1.28  1.61  0.70  -0.81
C  -0.15  0.79  0.37  -0.14
C  0.51  -0.20  1.31  0.09
N  0.88  -0.56  2.43  -0.27
C  -0.45  -0.25  -0.71  -0.17
C  1.05  -1.28  0.48  -0.30
C  -0.03  -0.23  -1.98  -0.39
H  -1.01  2.42  1.25  0.37
H  -1.96  1.08  1.24  0.36
H  0.66  1.45  0.01  0.22
H  -1.23  -0.95  -0.42  0.21
H  1.99  -1.08  -0.04  0.20
H  0.74  -2.31  0.53  0.22
H  -0.48  -0.89  -2.72  0.21
H  0.73  0.46  -2.32  0.19


no.,E (eV)
1,-70637.2870
2,-170029.6831
3,-8289.9312